1.
{"formula": "C4H9O2", "method": "ωB97M-V/def2-TZVPD", "charge": -1, "molar_mass_g_mol": 89.1, "total_energy_ha": -308.338752, "elements": ["C", "C", "C", "H", "H", "H", "H", "H", "H", "H", "H", "O", "C", "O", "H"], "positions_angstrom": [[-0.891232, -0.996629, 1.180692], [-1.381104, -0.682592, -0.221742], [-0.870817, -1.698165, -1.233425], [-1.183985, -1.984794, 1.560820], [-1.161977, -0.241814, 1.921182], [0.200417, -0.966130, 1.180768], [-0.904481, 0.268473, -0.467592], [-2.465173, -0.521630, -0.230811], [-1.219955, -1.514544, -2.255754], [0.208888, -1.541284, -1.297362], [-1.105993, -2.731419, -0.962657], [1.514176, 0.364404, -0.416915], [1.445081, 1.568314, -0.068532], [0.698887, 2.091612, 0.782770], [2.152253, 2.255507, -0.614789]], "atomic_forces_ev_per_a": [[0.499, -0.208, 0.477], [0.149, 0.380, 0.202], [0.148, 0.247, -0.304], [-0.232, 0.040, -0.154], [-0.287, 0.041, -0.137], [0.007, -0.038, -0.172], [-0.205, 0.068, -0.053], [-0.025, -0.259, -0.146], [-0.301, -0.003, 0.130], [0.045, -0.313, 0.218], [0.049, -0.006, 0.008], [0.185, 0.220, -0.051], [-0.111, -0.367, 0.001], [0.101, 0.110, -0.088], [-0.021, 0.091, 0.070]]}

***

2.
{"formula": "C2H9N3S2", "method": "ωB97M-V/def2-TZVPD", "molar_mass_g_mol": 139.2, "total_energy_ha": -1042.194894, "elements": ["N", "C", "N", "N", "H", "H", "H", "H", "H", "C", "S", "S", "H", "H", "H", "H"], "positions_angstrom": [[1.835038, 0.602260, 1.956137], [1.723804, 0.857869, 0.684633], [2.498135, 1.872699, 0.113297], [1.029495, 0.093867, -0.183775], [2.326705, 1.342431, 2.427908], [3.340798, 2.067459, 0.618573], [2.549799, 1.768632, -0.888981], [1.086766, 0.363392, -1.150939], [0.374409, -0.570327, 0.276930], [-3.377280, -1.231486, -0.150642], [-1.605957, -0.907947, 0.256298], [-0.873822, -0.823929, -1.643366], [-3.885157, -0.265990, -0.140839], [-3.779916, -1.934631, 0.580103], [-3.373691, -1.576604, -1.180305], [0.130874, -1.657695, -1.575034]], "atomic_forces_ev_per_a": [[-1.413, -0.442, -1.254], [2.368, 0.224, 2.414], [-1.286, -0.210, -0.741], [0.985, 0.217, 1.790], [0.268, 0.207, 0.083], [0.216, 0.010, -0.244], [0.625, 0.470, 0.069], [-0.618, -0.482, 0.367], [1.583, 1.126, -0.891], [0.650, 0.461, 0.037], [-1.303, -0.179, 0.134], [-2.162, 0.089, -2.078], [-0.111, -0.223, 0.257], [-0.067, 0.081, -0.297], [-0.232, -0.454, 0.179], [0.498, -0.895, 0.177]]}

***

3.
{"formula": "C6H12O", "method": "ωB97M-V/def2-TZVPD", "molar_mass_g_mol": 100.2, "total_energy_ha": -310.990230, "elements": ["C", "C", "C", "C", "C", "C", "O", "H", "H", "H", "H", "H", "H", "H", "H", "H", "H", "H", "H"], "positions_angstrom": [[1.094020, 2.314559, 0.385731], [0.362255, 1.019571, 0.608051], [-0.760609, 0.680896, -0.370055], [-1.097283, -0.727854, 0.099225], [-1.197930, -1.986981, -0.706051], [0.050036, -1.770163, 0.071003], [1.133348, -1.652749, -0.832397], [1.398108, 2.419772, -0.661732], [0.413672, 3.130262, 0.620756], [1.979980, 2.404536, 1.026147], [-0.038137, 0.952487, 1.630763], [1.024269, 0.164384, 0.523872], [-0.407355, 0.674823, -1.406884], [-1.570268, 1.439629, -0.326281], [-1.777990, -0.669071, 0.952371], [-1.035822, -1.885592, -1.777953], [-1.841892, -2.786079, -0.353607], [0.290710, -2.342634, 0.970030], [1.980888, -1.379797, -0.452991]], "atomic_forces_ev_per_a": [[-0.032, 0.332, -0.028], [0.215, -0.023, 0.058], [0.225, -0.154, -0.064], [-0.230, 0.089, -0.157], [-0.168, -0.216, -0.134], [-0.286, -0.198, 0.023], [0.141, 0.369, -0.079], [0.044, -0.005, 0.159], [0.109, 0.337, -0.038], [-0.181, 0.013, -0.142], [0.042, 0.189, -0.162], [0.444, 0.391, 0.175], [0.159, 0.013, 0.133], [0.132, -0.734, 0.111], [0.597, -0.439, 0.190], [-0.172, -0.270, 0.176], [-0.223, 0.228, -0.294], [-0.285, 0.054, -0.275], [-0.534, 0.024, 0.349]]}